Entry from the Open Molecules 2025 dataset: a molecular structure, C10H22BO2SbSe6Tl (ωB97M-V with the def2-TZVPD basis set).

Structure (XYZ):
```
43
Properties=species:S:1:pos:R:3:forces:R:3:lowdin_charge:R:1
Tl -0.1552 -1.8354 -0.8484 -0.093 0.066 -0.011 0.24
Se -0.9699 -6.8625 0.1107 0.017 -0.040 -0.031 -0.20
Sb -0.2777 -5.2943 -1.5685 -0.011 0.009 0.044 -0.27
Se -2.0109 -3.4099 -1.7662 -0.022 0.001 0.001 -0.03
Se 1.5214 -3.7328 -0.5164 0.086 -0.008 0.003 0.02
Se 0.4920 -5.9659 -3.7265 -0.014 -0.026 0.001 -0.23
C 3.1292 -0.5944 1.1052 -0.005 0.000 0.011 -0.39
Se 1.7201 0.3511 2.0528 -0.005 -0.026 0.025 0.90
C 1.3682 -1.0053 3.4148 0.016 0.025 -0.014 -0.57
C 0.6703 -2.2528 2.9141 -0.048 -0.029 0.015 -0.56
Se -1.0612 -1.8594 2.0961 0.039 0.015 -0.020 0.88
C -1.6773 -3.7000 2.0645 0.019 -0.017 0.001 -0.42
H 3.9965 -0.7151 1.7509 -0.003 -0.007 -0.011 0.02
H 3.3963 0.0129 0.2425 -0.009 0.013 0.005 0.02
H 2.7736 -1.5606 0.7538 0.005 -0.007 0.009 -0.05
H 0.7701 -0.5007 4.1744 0.006 0.017 -0.020 0.05
H 2.3298 -1.2637 3.8611 -0.014 -0.006 0.011 0.06
H 0.4713 -2.9252 3.7508 0.000 0.008 -0.003 0.07
H 1.2609 -2.7976 2.1765 0.005 0.001 -0.019 0.00
H -0.8989 -4.3360 1.6448 -0.016 0.008 0.008 -0.04
H -2.5401 -3.7455 1.4046 0.009 0.010 0.006 0.01
H -1.9405 -4.0200 3.0701 0.001 -0.004 -0.006 0.02
C 1.2343 3.0794 -0.7361 0.003 -0.011 -0.008 -0.01
C 0.1494 2.5189 -1.6457 0.001 0.010 0.011 -0.47
C 0.1508 3.2495 -2.9745 0.001 -0.006 -0.005 -0.01
O 0.4773 1.1240 -1.8836 0.013 0.028 0.005 0.07
B -0.2742 0.3725 -1.0196 0.038 -0.022 -0.038 -0.80
O -1.2087 1.1087 -0.3462 -0.025 0.007 0.030 0.06
C -1.2451 2.4242 -0.9544 -0.017 -0.003 -0.004 -0.47
C -2.4051 2.4100 -1.9421 0.004 -0.002 0.001 -0.01
C -1.4879 3.4525 0.1333 0.008 -0.008 0.003 0.00
H 2.2020 2.9275 -1.2144 0.007 0.000 -0.007 0.10
H 1.2433 2.5674 0.2257 -0.003 -0.004 0.012 0.05
H 1.0955 4.1478 -0.5645 0.000 0.004 0.003 0.09
H 1.1622 3.2594 -3.3809 0.004 -0.002 -0.002 0.09
H -0.1751 4.2835 -2.8418 0.000 0.003 0.002 0.09
H -0.5018 2.7647 -3.6971 0.001 -0.002 -0.003 0.09
H -2.2458 1.6662 -2.7233 0.001 -0.001 0.000 0.10
H -2.5461 3.3867 -2.4072 0.000 0.006 -0.004 0.09
H -3.3150 2.1444 -1.4045 -0.001 0.000 0.001 0.10
H -0.7591 3.3589 0.9358 0.002 0.000 0.002 0.09
H -2.4815 3.3032 0.5560 -0.002 -0.004 -0.001 0.09
H -1.4375 4.4637 -0.2763 0.000 0.008 -0.004 0.09
```
Forces are in eV/Å.

The net charge is -1. Its frontier orbital gap is 0.230 Eh. Its largest force on an atom is 0.1 eV/Å. The multiplicity is 1. The value obtained for the energy above the lowest of the compared OMol25 structures with the same formula, charge and spin is 0.0 kcal per mole.

---

Entry from the Open Molecules 2025 dataset: a molecular structure, C10H22BO7PSZn (ωB97M-V with the def2-TZVPD basis set).

Structure (XYZ):
```
43
Properties=species:S:1:pos:R:3:forces:R:3:nbo_charge:R:1
C -2.6132 0.0750 3.0199 -0.495 0.171 0.061 -0.67
C -1.1957 0.6242 3.4980 -1.469 -0.571 1.648 -0.09
O -0.3521 1.1510 2.4222 0.439 -2.709 -2.574 -0.70
B 0.0889 0.1333 1.5384 -1.046 -1.190 3.152 0.91
O 0.0591 -1.2786 1.8091 1.022 2.579 -0.423 -0.93
P 0.7448 0.6546 -0.2208 1.062 2.697 -0.839 0.83
C -0.1001 2.3441 -0.5252 0.348 0.717 -0.542 -0.73
C -1.5694 2.1967 -1.2081 -0.349 0.331 0.296 -0.46
C -1.9823 0.6819 -1.4907 -3.043 1.405 0.137 -0.39
C -3.3997 0.5384 -2.2905 1.584 0.538 -0.765 -0.63
S -3.5169 -1.2943 -2.7469 -4.074 -5.181 5.397 2.11
O -4.9257 -1.7631 -2.8592 3.907 2.419 -1.479 -0.75
O -2.8469 -2.1166 -1.6615 -0.074 3.329 -3.348 -0.87
O -2.5804 -1.5871 -4.1577 0.340 1.978 0.774 -0.78
C 2.6222 0.8088 -0.2346 1.081 -1.066 -1.053 -0.73
C 3.2029 -0.7158 -0.2736 0.063 0.077 0.824 -0.40
C 4.7652 -0.7618 0.1736 -0.546 -0.772 -0.892 -0.51
C 5.0000 -1.9869 1.1712 1.659 -0.213 2.687 0.77
O 5.5641 -1.8906 2.2669 -1.970 0.231 -3.643 -0.49
O 4.5700 -3.3011 0.7488 -0.715 2.556 0.237 -0.72
H -3.2584 0.8665 2.4985 1.084 -0.885 0.765 0.21
H -3.2144 -0.2483 3.9475 1.058 0.521 -1.325 0.27
H -2.5736 -0.8361 2.3393 0.276 1.082 0.867 0.22
H -0.6629 -0.2198 4.0437 -0.538 1.230 -0.708 0.20
H -1.3732 1.4816 4.2250 0.450 -1.089 -1.075 0.23
H 0.7800 -1.5507 2.4169 -0.769 -0.010 -0.151 0.53
H -0.1912 2.9281 0.4651 0.125 -1.226 -1.313 0.31
H 0.5870 2.9874 -1.1866 -0.983 -1.146 0.850 0.28
H -1.6906 2.8829 -2.1260 0.406 -1.194 1.269 0.25
H -2.3136 2.6171 -0.4351 0.955 -0.881 -1.251 0.28
H -2.1536 0.1580 -0.4821 0.955 0.028 -1.674 0.31
H -1.2117 0.1119 -2.1466 -1.361 0.895 4.224 -0.05
H -4.2963 0.8438 -1.6615 1.011 -0.748 -0.946 0.33
H -3.3566 1.1279 -3.2808 -0.436 -0.758 1.476 0.25
H -1.6424 -1.5855 -3.8165 -1.309 -2.878 -0.359 0.38
H 3.0299 1.3064 -1.1848 -1.006 -0.335 1.372 0.28
H 3.0050 1.3965 0.6661 -0.728 -0.790 -0.942 0.29
H 3.0343 -1.2076 -1.2983 0.205 0.872 1.584 0.24
H 2.6098 -1.3037 0.5033 0.686 0.532 -1.096 0.20
H 5.4093 -0.9543 -0.7574 -0.891 0.303 1.388 0.27
H 5.0498 0.2486 0.6048 -0.098 -1.596 -0.139 0.25
H 3.7266 -3.4422 1.2370 0.893 -0.323 -0.309 0.49
Zn -0.8281 -0.1204 -3.5510 2.293 1.069 -2.160 1.21
```
Forces are in eV/Å.

The net charge is +2. Its frontier orbital gap is 0.112 Eh. Its largest force on an atom is 8.5 eV/Å. The multiplicity is 1.

---

Entry from the Open Molecules 2025 dataset: a molecular structure, C10H22Cl2GaO3P (ωB97M-V with the def2-TZVPD basis set).

Structure (XYZ):
```
39
Properties=species:S:1:pos:R:3:forces:R:3:nbo_charge:R:1
C 4.4756 0.4804 -0.0473 0.071 0.404 0.096 -0.74
C 3.3828 -0.4400 0.3651 1.299 -3.531 0.853 0.46
H 5.4318 0.0468 0.2626 -0.145 0.070 -0.179 0.31
H 4.3402 1.4649 0.4321 0.087 -0.241 -0.164 0.27
H 4.4853 0.6208 -1.1439 0.049 -0.090 0.240 0.28
O 3.4451 -1.6501 0.5403 -0.286 2.721 -0.660 -0.39
Cl 2.0804 2.2180 -3.1854 0.548 -0.566 0.502 -0.36
Ga 1.7280 1.2632 -1.2943 -1.769 1.147 -0.441 1.11
P 0.8309 -0.8867 -1.7991 -0.341 -0.737 -1.384 0.94
C 0.4415 -2.2135 -0.6299 0.235 0.137 0.405 -0.94
C -0.7406 -0.5205 -2.6406 -0.026 0.300 0.015 -0.93
H 2.5361 -0.7489 -3.5141 -0.170 -0.254 -0.025 0.28
H 1.3456 -2.0483 -3.8430 0.266 0.010 0.179 0.28
H 2.6375 -2.2909 -2.6083 -0.118 0.108 -0.135 0.27
C 1.9550 -1.5662 -3.0676 0.033 0.092 0.140 -0.94
H -0.8113 0.5533 -2.8515 -0.069 -0.257 -0.110 0.28
H -0.7726 -1.0865 -3.5777 -0.140 0.127 0.172 0.28
H 0.3952 -3.1598 -1.1874 -0.062 0.255 0.147 0.29
H -0.5253 -1.9961 -0.1592 0.278 -0.145 -0.082 0.24
H -1.5740 -0.8114 -1.9908 0.155 0.063 -0.220 0.25
H 1.2213 -2.2824 0.1387 -0.258 -0.231 -0.174 0.28
C 2.0170 0.2162 0.5925 -0.776 0.802 3.352 0.33
O 1.3703 0.2082 1.5974 1.273 -0.081 -2.713 -0.35
Cl 0.2987 2.6214 -0.3302 0.079 -0.214 0.029 -0.48
C -2.5340 2.6094 2.0326 -0.917 -0.091 0.021 -0.65
C -1.5513 1.5059 2.3660 1.343 0.762 -0.729 -0.13
O -1.5581 0.3646 1.4917 -1.343 0.354 0.898 -0.05
C -2.8524 -0.1532 1.1691 0.235 -0.401 -1.549 -0.12
C -3.5580 -0.8323 2.3319 -0.098 -0.054 1.107 -0.62
H -2.4620 2.9076 0.9831 0.073 -0.107 0.080 0.25
H -2.2859 3.4782 2.6459 0.094 -0.155 0.012 0.28
H -3.5657 2.3245 2.2772 0.225 0.185 -0.117 0.23
H -0.5235 1.8739 2.2583 -0.213 -0.270 0.343 0.25
H -1.7240 1.1592 3.3951 0.016 -0.425 0.028 0.29
H -3.4766 0.6710 0.7794 0.289 -0.125 0.193 0.27
H -2.6533 -0.8798 0.3637 -0.116 0.309 0.367 0.22
H -3.8601 -0.1052 3.0961 0.094 -0.155 -0.184 0.24
H -4.4639 -1.3173 1.9592 0.163 0.138 -0.167 0.28
H -2.9257 -1.5982 2.7923 -0.060 0.147 -0.147 0.25
```
Forces are in eV/Å.

The net charge is +2. Its frontier orbital gap (spin up / spin down) is 0.267 / 0.169 Eh. Its largest force on an atom is 3.9 eV/Å. The multiplicity is 1. The value obtained for the energy above the lowest of the compared OMol25 structures with the same formula, charge and spin is 33.0 kcal per mole.

---

Entry from the Open Molecules 2025 dataset: 3 unconnected molecules or ions with the total composition C10H22Cl4O3S (ωB97M-V with the def2-TZVPD basis set).

Structure (XYZ):
```
40
Properties=species:S:1:pos:R:3:forces:R:3:nbo_charge:R:1
C 3.7050 0.2274 0.3227 0.029 -0.066 0.019 -0.60
C 2.3929 1.0047 0.3268 0.011 0.002 0.019 -0.41
C 1.2442 0.2366 1.0086 0.011 -0.045 -0.002 -0.44
C 0.6079 0.9741 2.1811 0.202 -0.137 -0.151 0.12
C 0.1627 2.4014 1.9072 -0.063 0.067 -0.070 -0.64
O -0.4629 0.1725 2.7592 -0.205 0.216 0.289 -0.75
S -1.8400 -0.3226 2.1084 0.176 -0.252 0.104 1.78
O -1.5921 -1.6326 1.5485 -0.008 0.087 -0.121 -0.95
O -1.9144 0.6797 0.8272 -0.065 0.025 -0.102 -0.74
C -2.9866 1.6326 0.8604 -0.054 -0.035 -0.016 -0.27
H 4.4699 0.7377 -0.2654 -0.020 0.006 0.017 0.21
H 3.5675 -0.7697 -0.1027 -0.004 0.039 -0.033 0.20
H 4.0932 0.0958 1.3360 -0.034 0.002 -0.011 0.20
H 2.1195 1.2354 -0.7032 -0.024 0.057 0.052 0.22
H 2.5560 1.9668 0.8183 0.021 -0.009 -0.005 0.19
H 0.4646 -0.0147 0.2878 0.022 0.072 -0.021 0.22
H 1.6223 -0.7153 1.3907 -0.068 -0.005 0.004 0.21
H 1.3186 0.9930 3.0114 -0.011 0.034 -0.031 0.19
H -0.3293 2.5091 0.9404 0.047 -0.037 0.071 0.21
H 1.0268 3.0644 1.9205 0.004 -0.008 0.006 0.22
H -0.5142 2.7335 2.6960 0.000 -0.001 -0.022 0.22
H -3.8722 1.2059 0.3889 0.008 0.026 0.016 0.19
H -3.2256 1.9338 1.8818 0.020 -0.004 -0.012 0.19
H -2.6545 2.5025 0.2987 -0.001 -0.011 0.013 0.20
Cl 2.5054 3.3043 -3.0305 0.000 0.001 -0.002 -0.06
C 3.2226 2.3070 -4.3248 0.006 -0.013 -0.003 -0.38
C 2.4209 1.0560 -4.5839 -0.009 0.037 0.013 -0.39
Cl 2.4903 -0.0708 -3.2042 0.004 -0.054 -0.032 -0.06
H 4.2388 2.0668 -4.0231 -0.003 0.001 -0.003 0.22
H 3.2462 2.9189 -5.2247 -0.006 0.002 0.004 0.22
H 2.8284 0.5342 -5.4478 0.007 -0.004 0.008 0.22
H 1.3743 1.2887 -4.7622 0.004 -0.001 0.000 0.22
Cl -5.0148 -6.3887 1.0730 0.001 -0.001 0.002 -0.07
C -4.1757 -5.0221 0.2857 0.003 0.014 -0.008 -0.38
C -3.6878 -3.9959 1.2737 0.011 -0.022 0.012 -0.39
Cl -5.0380 -3.1268 2.0588 0.008 0.028 -0.015 -0.08
H -4.8702 -4.5858 -0.4274 0.001 -0.003 0.004 0.22
H -3.3233 -5.4391 -0.2476 -0.004 -0.002 0.001 0.22
H -3.0801 -3.2480 0.7718 -0.002 0.003 0.005 0.25
H -3.0962 -4.4504 2.0636 -0.015 -0.010 0.001 0.22
```
Forces are in eV/Å.

The net charge is 0. Its frontier orbital gap is 0.385 Eh. Its largest force on an atom is 0.4 eV/Å. The multiplicity is 1.

---

Entry from the Open Molecules 2025 dataset: a molecular structure, C10H22LiO4 (ωB97M-V with the def2-TZVPD basis set).

Structure (XYZ):
```
37
Properties=species:S:1:pos:R:3:forces:R:3:nbo_charge:R:1
Li -0.1684 -0.8850 -0.4531 0.497 -1.677 -1.078 0.88
C 1.8452 0.0012 -2.3527 0.056 -1.621 0.167 -0.22
O 1.2238 -1.1904 -2.0349 -0.328 1.482 0.503 -0.98
H 1.9619 0.6769 -1.4693 0.046 0.387 -0.094 0.07
H 2.8794 -0.1947 -2.7214 0.132 0.359 -0.014 0.10
H 1.3590 0.5749 -3.1756 -0.094 0.243 0.077 0.09
C -2.1495 -3.1343 0.0402 0.991 0.941 -0.520 -0.21
O -1.1459 -2.7002 -0.8057 -0.647 0.547 0.706 -1.00
H -2.8580 -2.3170 0.3166 -0.268 0.010 0.117 0.08
H -2.7888 -3.9346 -0.3780 -0.002 -0.249 0.044 0.10
H -1.7334 -3.4795 1.0113 -0.226 -0.355 0.201 0.09
C -1.5939 1.7959 -2.6158 -0.554 0.005 -0.140 -0.44
C -0.6718 2.5877 -1.7017 0.072 0.398 0.554 -0.43
C -1.1109 2.1148 -0.3093 0.286 0.526 -0.661 -0.06
O -1.3948 0.7427 -0.4980 0.203 -0.293 0.580 -0.57
C -2.0041 0.5695 -1.7842 0.096 -0.114 -0.499 -0.09
H -1.1131 1.5220 -3.5524 0.013 -0.083 0.040 0.23
H -2.5137 2.3415 -2.8465 0.221 0.271 -0.104 0.19
H -0.7717 3.6712 -1.8030 -0.066 -0.028 -0.074 0.19
H 0.3789 2.3385 -1.8484 -0.080 -0.179 -0.121 0.23
H -1.9822 2.6926 0.0248 -0.290 -0.264 -0.023 0.15
H -0.3391 2.2672 0.4448 0.096 -0.415 0.038 0.18
H -3.0844 0.4885 -1.6441 -0.033 0.121 -0.030 0.16
H -1.6563 -0.3520 -2.2545 0.161 -0.173 0.478 0.25
C 2.4602 0.0206 2.7181 0.643 0.051 0.242 -0.44
C 1.0337 0.1877 3.2517 -0.499 -0.496 0.453 -0.43
C 0.2311 -0.8684 2.4870 0.144 0.185 -0.253 -0.07
O 0.9524 -0.9893 1.2789 -0.591 -0.125 -0.623 -0.54
C 2.3296 -1.0335 1.6034 -0.197 -0.235 -0.161 -0.08
H 3.1377 -0.2753 3.5234 0.043 -0.181 -0.171 0.20
H 2.8435 0.9705 2.3447 -0.054 -0.052 -0.166 0.21
H 0.6608 1.1877 3.0352 -0.121 -0.036 0.071 0.20
H 0.9192 -0.0274 4.3182 0.269 0.367 0.020 0.20
H -0.7964 -0.5674 2.2800 0.068 -0.004 -0.211 0.20
H 0.1853 -1.8506 2.9738 0.166 0.117 0.224 0.17
H 2.8704 -0.9063 0.6666 0.024 0.507 0.085 0.23
H 2.6043 -2.0459 1.9299 -0.178 0.062 0.343 0.16
```
Forces are in eV/Å.

The net charge is -1. Its frontier orbital gap is 0.200 Eh. Its largest force on an atom is 2.1 eV/Å. The multiplicity is 1. The value obtained for the energy above the lowest of the compared OMol25 structures with the same formula, charge and spin is 21.9 kcal per mole.

---

Entry from the Open Molecules 2025 dataset: a molecular structure, C10H22N2O5ReSSi (ωB97M-V with the def2-TZVPD basis set).

Structure (XYZ):
```
42
Properties=species:S:1:pos:R:3:forces:R:3:nbo_charge:R:1
Re -0.3975 -1.1732 -0.1356 0.149 -0.112 -0.216 0.86
O -3.9743 1.0228 0.0499 -0.014 0.004 0.014 -0.58
C -2.9924 0.1850 0.0595 0.023 -0.025 0.002 0.83
O -1.8299 0.4672 -0.2586 -0.109 0.030 0.005 -0.61
C -3.3937 -1.2051 0.4989 -0.026 0.053 -0.012 -0.17
O -2.1958 -1.9760 0.4486 0.001 0.034 0.012 -0.56
C -2.2102 -3.4394 0.5756 0.029 -0.070 0.028 -0.19
C -0.7505 -3.9211 0.5669 -0.123 0.000 0.030 0.74
O -0.4999 -5.0225 0.9266 0.070 0.012 -0.031 -0.47
O 0.1550 -3.0338 0.1097 0.013 0.069 0.072 -0.69
H -3.7134 1.9159 -0.2382 0.024 0.001 -0.009 0.54
H -4.1495 -1.6058 -0.1809 0.010 -0.010 -0.004 0.26
H -3.8023 -1.1688 1.5117 0.019 -0.032 0.006 0.26
H -2.7516 -3.8695 -0.2669 -0.022 0.033 -0.004 0.25
H -2.6819 -3.7041 1.5191 -0.014 0.017 -0.001 0.25
C 0.9964 3.4198 -1.4555 0.023 0.039 0.010 -0.43
N 0.9090 1.9575 -1.3495 0.008 0.028 -0.062 -0.55
C 1.2076 1.0307 -2.2281 -0.039 -0.084 0.113 0.39
S 0.9317 -0.7147 -1.7963 -0.019 0.040 -0.054 0.17
N 1.7228 1.1836 -3.4244 0.048 0.003 0.017 -0.52
C 2.2226 2.3955 -4.0912 -0.018 0.033 -0.047 -0.43
H 0.3620 3.8419 -0.6812 -0.009 -0.011 -0.003 0.24
H 0.6339 3.7598 -2.4199 -0.015 -0.004 0.001 0.23
H 2.0146 3.7678 -1.2934 -0.002 -0.013 -0.002 0.23
H 0.5920 1.5930 -0.4617 0.000 -0.002 0.013 0.43
H 1.8340 0.3221 -3.9427 -0.005 0.010 -0.015 0.44
H 1.4051 2.9650 -4.5281 0.002 -0.002 0.004 0.23
H 2.8872 2.0758 -4.8880 0.000 -0.012 0.007 0.25
H 2.7900 3.0104 -3.4006 0.005 -0.015 0.012 0.23
C -0.1594 -1.2887 3.1263 0.036 -0.021 0.037 -1.14
Si 0.9242 -0.4323 1.8602 -0.143 -0.015 0.112 1.44
C 0.8392 1.4254 2.0373 0.011 0.035 -0.016 -1.15
C 2.6386 -1.1096 1.7881 0.064 -0.018 -0.066 -1.14
H 0.2861 -1.0941 4.1079 -0.025 -0.011 0.011 0.28
H -0.1751 -2.3731 3.0004 0.008 0.004 0.007 0.26
H -1.1826 -0.9099 3.1609 0.002 0.015 -0.001 0.24
H 1.0659 1.6747 3.0784 0.013 -0.015 -0.001 0.29
H -0.1486 1.8428 1.8275 0.011 -0.001 -0.016 0.24
H 1.5937 1.9300 1.4303 -0.007 0.026 0.016 0.25
H 3.1305 -0.9366 2.7494 0.012 -0.011 -0.004 0.28
H 3.2334 -0.6250 1.0126 0.011 0.005 0.015 0.26
H 2.6331 -2.1832 1.5952 -0.003 -0.002 0.020 0.28
```
Forces are in eV/Å.

The net charge is +2. The expectation value of S² is 0.81. Its frontier orbital gap (spin up / spin down) is 0.263 / 0.266 Eh. Its largest force on an atom is 0.3 eV/Å. The multiplicity is 2. The value obtained for the energy above the lowest of the compared OMol25 structures with the same formula, charge and spin is 10.3 kcal per mole.